99
Properties=species:S:1:pos:R:3 method="wB97M-V/def2-TZVPD" orbital_gap_ev=8.03 total_charge=0 largest_force_ev_per_a=9.54 e_lumo_ev=-0.17 e_above_lowest_ev=0.109 spin_multiplicity=1
O -0.04 1.86 4.02
O 4.48 2.94 -0.88
O 2.17 -1.16 -2.24
O -1.44 -3.15 -2.90
O 1.82 4.31 0.09
O 0.22 -0.65 1.09
O 1.61 1.19 -4.03
O 3.71 -0.44 3.01
O -3.52 -1.37 0.73
O -2.94 -1.01 -2.88
O -0.67 2.96 -1.60
O -2.02 2.56 1.72
O 1.83 -2.72 3.91
N 2.41 1.97 -1.30
N -0.47 1.71 -4.94
N 4.35 -0.51 0.74
N -1.73 -2.04 2.10
N 3.42 -2.47 -0.63
N -4.52 0.07 -1.41
N -2.84 2.47 -0.95
N -2.47 2.52 -3.09
N 0.94 2.77 1.67
N -4.49 0.75 -3.46
N 2.80 3.66 2.13
N 2.57 0.62 1.12
N 2.69 -3.44 -2.40
N 4.22 0.68 -1.68
N 3.29 -4.22 2.83
N -0.32 -0.05 -3.58
N -3.75 -2.95 2.42
N 1.89 -3.16 1.62
C -3.99 -0.10 -2.58
C -1.98 2.62 -1.90
C -3.00 -2.08 1.77
C -2.67 1.45 2.35
C 1.86 3.60 1.28
C 0.27 0.96 -4.21
C -4.12 1.51 1.89
C 3.71 1.88 -1.39
C 3.55 -0.06 1.65
C 2.39 -3.25 2.81
C 0.09 0.44 4.04
C -0.42 -0.06 -0.05
C 2.76 -2.37 -1.74
C -1.00 -3.16 -1.53
H -3.29 1.83 -3.19
H -2.06 -2.41 -2.93
H -1.09 -4.13 -1.05
H 0.19 2.79 1.02
H -3.42 -3.43 3.22
H -1.74 -2.53 -1.05
H 0.03 -2.77 -1.39
H -1.41 -2.31 3.06
H 2.09 2.85 -0.99
H 2.98 3.00 2.91
H 0.98 -0.12 1.20
H 1.71 1.38 -1.72
H -4.30 1.37 0.84
H -5.41 0.59 -1.21
H -4.73 0.81 2.48
H 3.87 -4.35 2.00
H -5.42 1.16 -3.47
H 1.26 -2.30 1.63
H -4.61 2.44 1.99
H -0.07 -0.33 -1.01
H 2.71 -4.33 -1.90
H -1.28 -0.20 -3.55
H 0.02 2.50 -5.30
H -3.67 1.85 -1.01
H 2.26 -3.31 -3.32
H -1.31 1.37 -5.35
H 3.88 -3.37 -0.26
H 3.67 -0.09 -2.06
H -4.79 -3.00 2.30
H 3.76 -4.33 3.72
H 5.19 0.65 -1.90
H -0.65 0.02 3.41
H 0.13 2.18 4.92
H -1.44 -0.44 -0.07
H 3.60 4.22 1.96
H 2.41 -3.14 0.68
H -4.20 -0.51 -0.61
H -1.64 2.39 -3.74
H -1.27 -1.30 1.61
H 2.68 0.90 0.12
H 5.21 -0.94 1.07
H -2.67 1.53 3.45
H 0.25 -0.76 -3.03
H 3.63 -1.61 -0.01
H 4.36 -0.04 -0.21
H 1.97 1.26 1.72
H 1.05 0.07 3.64
H -0.46 1.03 0.05
H -1.26 2.74 2.29
H -2.26 0.52 2.12
H 0.76 2.52 2.65
H 0.03 0.04 5.05
H -2.54 2.49 0.03
H -4.37 0.47 -4.44

***

10
Properties=species:S:1:pos:R:3 method="wB97M-V/def2-TZVPD" orbital_gap_ev=8.42 total_charge=0 largest_force_ev_per_a=8.36 e_lumo_ev=-0.49 e_above_lowest_ev=4.653 spin_multiplicity=1
Br -1.01 -2.31 -0.40
Br 2.15 2.29 -1.93
Br -1.82 -1.27 2.60
Br 0.93 -0.73 -1.56
Br 2.86 0.67 0.81
Br -0.74 0.62 0.19
C -1.75 -0.92 0.69
C 1.50 0.95 -0.54
H -2.71 -0.65 0.25
H 0.59 1.36 -0.12

***

51
Properties=species:S:1:pos:R:3 method="wB97M-V/def2-TZVPD" orbital_gap_ev=8.35 total_charge=-1 largest_force_ev_per_a=1.90 e_lumo_ev=2.80 e_above_lowest_ev=0.000 spin_multiplicity=1
O 1.35 1.01 -0.39
O 0.94 -3.55 0.42
O 4.98 0.12 -0.33
O 3.89 3.91 0.39
O -1.97 3.05 -1.20
O -3.04 -3.68 -2.27
N 5.70 -0.08 1.78
N 3.45 -0.05 1.40
N 1.90 -1.98 -0.93
N 0.28 -1.37 0.57
N 3.57 4.44 2.63
N -3.14 2.98 0.73
N 2.30 2.84 1.59
N -4.90 -0.65 -1.19
N -0.89 2.53 0.73
C -2.16 -4.58 -1.63
C -1.99 2.87 0.02
C 1.06 -2.36 0.07
C -3.89 -1.39 -1.95
C 4.69 0.00 0.85
C -3.73 -2.81 -1.39
C -2.56 -0.65 -1.90
C 3.28 3.77 1.44
H 1.99 -0.98 -1.11
H -3.32 2.34 1.48
H 2.60 -0.09 0.85
H -1.45 -4.93 -2.38
H 2.28 -2.64 -1.57
H -0.30 -1.58 1.36
H 0.59 -0.40 0.37
H -4.97 0.27 -1.61
H -3.30 -2.78 -0.39
H -2.66 0.33 -2.37
H 0.67 0.71 -1.00
H -0.18 2.11 0.11
H -2.74 -5.41 -1.21
H -4.74 -3.22 -1.20
H 4.07 5.31 2.59
H -4.25 -1.45 -2.98
H 3.46 0.09 2.39
H -1.84 -1.20 -2.52
H -2.09 -0.58 -0.92
H -1.57 -4.17 -0.80
H 3.03 4.20 3.43
H 5.66 -0.24 2.77
H -0.73 2.44 1.71
H 1.80 2.71 2.44
H -3.91 3.39 0.23
H 1.98 2.35 0.75
H 6.64 0.14 1.51
H -5.80 -1.09 -1.35

***

87
Properties=species:S:1:pos:R:3 method="wB97M-V/def2-TZVPD" orbital_gap_ev="7.15 / 4.94" total_charge=+1 largest_force_ev_per_a=2.16 e_lumo_ev="-3.42 / -5.61" s2=8.797 spin_multiplicity=6
I 4.30 -1.23 2.40
Ge -2.76 0.01 0.92
Fe 0.01 0.13 -0.08
Cl 6.53 3.30 -0.29
O -1.05 -0.87 1.56
O 0.85 -0.78 -1.94
O -1.59 1.60 0.66
O 1.89 0.00 0.94
O -2.17 -0.37 -0.86
N 1.97 -1.02 -3.96
N 1.54 2.09 -0.70
N 2.07 -0.28 -5.12
C 1.15 -0.35 -3.08
C 1.26 1.89 -6.03
C -0.83 -2.05 2.29
C -1.63 3.99 0.65
C 2.98 -2.90 -2.79
C 5.28 1.23 0.87
C 2.90 0.71 0.65
C 3.39 -4.22 -2.79
C -0.25 2.69 2.31
C -2.18 -2.68 2.66
C 3.17 -5.03 -3.89
C 2.39 4.01 -1.83
C 2.36 -2.38 -3.92
C -2.75 2.71 2.48
C -2.50 -2.34 -2.18
C 5.15 2.34 0.05
C -1.56 2.72 1.52
C 3.66 3.79 -1.35
C 3.89 2.68 -0.51
C 4.18 0.44 1.15
C 1.36 3.14 -1.48
C -2.65 -0.03 -3.18
C 2.12 -3.19 -5.02
C -2.93 -0.89 -1.94
C 0.76 0.84 -3.74
C 0.00 -3.01 1.43
C -4.42 -0.85 -1.60
C -0.06 -1.70 3.58
C 3.20 -0.44 -6.01
C 2.52 -4.52 -5.01
C 2.77 1.85 -0.22
C 1.36 0.86 -4.97
H 2.18 4.86 -2.48
H -0.67 -1.06 4.22
H 0.85 -1.17 3.32
H 0.94 1.44 -6.97
H 6.24 0.99 1.29
H -2.76 3.61 3.08
H 0.19 -2.60 4.13
H -1.42 -2.39 -2.31
H -0.20 1.78 2.90
H 3.50 -6.06 -3.89
H -2.77 -2.95 -1.32
H -0.16 3.55 2.97
H 0.54 2.64 -5.74
H -3.00 -2.74 -3.07
H 0.92 -2.50 1.13
H 3.68 -1.39 -5.80
H 2.22 2.38 -6.21
H -0.56 -3.27 0.53
H -5.02 -1.25 -2.41
H -4.72 0.18 -1.40
H -3.38 -0.25 -3.96
H -1.72 4.87 1.27
H -4.60 -1.45 -0.70
H -2.73 -2.92 1.75
H -1.65 -0.22 -3.56
H -2.76 -1.98 3.25
H -2.73 1.02 -2.91
H 0.36 3.29 -1.84
H 2.33 -5.15 -5.86
H -0.74 4.08 0.05
H 3.88 -4.62 -1.92
H 0.09 1.56 -3.33
H -2.50 3.93 0.00
H -3.68 2.64 1.92
H 2.87 -0.44 -7.05
H 1.60 -2.80 -5.89
H 4.48 4.44 -1.61
H 3.14 -2.27 -1.92
H -2.03 -3.60 3.23
H 3.92 0.36 -5.87
H -2.67 1.84 3.14
H 0.25 -3.91 1.97
H 0.60 2.69 1.62